(1)
Below is C4H8O2 in the gas phase, with properties calculated with wB97M-V/def2-TZVPD.

```
14
C4H8O2 wB97M-V/def2-TZVPD
O 0.901 1.446 1.201
C -0.180 0.561 1.435
C -0.828 -0.028 0.164
C -0.107 0.287 -1.158
C 0.346 -1.175 -1.075
O -0.549 -1.437 0.015
H 1.682 0.925 0.984
H 0.129 -0.291 2.058
H -0.914 1.144 1.998
H -1.912 0.136 0.179
H -0.780 0.502 -1.990
H 0.669 1.051 -1.105
H 1.392 -1.308 -0.763
H 0.151 -1.814 -1.942
```

HOMO-LUMO gap, eV: 10.43
Charge: 0
HOMO level, eV: -9.575
SMILES string: OC[C@H]1CCO1

***

(2)
Below is a molecular structure, C23H31Cl2InN4O3, with properties calculated with wB97M-V/def2-TZVPD.

```
64
C23H31Cl2InN4O3 wB97M-V/def2-TZVPD
O -1.172 -1.424 1.865
C -1.838 -2.441 1.535
C -2.772 -3.025 2.486
C -2.943 -2.385 3.724
H -2.340 -1.503 3.929
C -3.855 -2.864 4.654
H -3.972 -2.305 5.570
C -4.622 -4.002 4.417
H -5.355 -4.326 5.151
C -4.476 -4.652 3.183
H -5.110 -5.514 2.969
C -3.565 -4.172 2.227
H -3.449 -4.675 1.255
H -1.733 -2.837 0.536
C 0.605 -3.624 1.171
C 0.365 -2.816 0.002
H 1.517 -4.233 1.053
H -0.282 -4.296 1.255
H 0.677 -2.981 2.071
C 0.971 -2.313 -1.058
C 2.279 -2.899 -1.586
H 0.584 -1.486 -1.681
H 2.275 -3.991 -1.372
H 3.136 -2.447 -1.052
H 2.357 -2.715 -2.680
In -0.695 0.491 1.236
Cl 1.297 -0.176 2.409
Cl -3.012 0.819 0.891
C 2.960 0.948 0.055
O 1.847 0.917 -0.477
N 3.915 1.874 -0.198
C 3.729 2.818 -1.280
C 5.188 1.883 0.509
H 3.252 0.215 0.826
H 2.672 2.853 -1.557
H 4.329 2.537 -2.157
H 4.066 3.806 -0.957
H 5.105 1.248 1.394
H 5.442 2.906 0.815
H 6.012 1.514 -0.122
H -0.255 1.548 -5.046
H -2.697 1.385 -5.184
C -0.204 0.645 -4.429
C -2.650 0.462 -4.596
N -1.476 0.460 -3.735
H 0.642 0.723 -3.737
C -1.617 0.264 -2.408
O -0.697 0.324 -1.565
H -3.534 0.393 -3.954
H -2.666 0.033 -2.115
H -0.036 -0.192 -5.118
H -2.629 -0.390 -5.287
N -0.889 5.822 -2.335
C -0.524 5.189 -1.423
C -0.022 4.464 -0.273
C 0.738 5.110 0.708
C 1.257 4.389 1.784
C 0.855 3.071 1.918
N 0.042 2.505 1.011
C -0.304 3.120 -0.136
H 0.930 6.170 0.594
H 1.950 4.819 2.499
H 1.201 2.420 2.725
H -0.804 2.538 -0.910
```

HOMO-LUMO gap (spin up / spin down), eV: 3.20 / 2.98
Charge: 0
HOMO level (spin up / spin down), eV: -4.245 / -4.025

***

(3)
Below is C4H6S2 in the gas phase, with properties calculated with wB97M-V/def2-TZVPD.

```
12
C4H6S2 wB97M-V/def2-TZVPD
C 1.070 -0.156 -0.026
C -0.063 -0.645 0.870
C -0.450 -0.287 -0.722
C -1.433 0.710 -0.966
H 2.267 0.491 1.434
H 1.910 -0.848 -0.232
H -0.423 0.060 1.701
H 0.122 -1.600 1.139
H -0.584 -1.379 -1.274
H -1.436 1.655 -0.319
S 1.500 1.376 0.529
S -2.479 0.624 -2.134
```

HOMO-LUMO gap, eV: 8.44
Charge: 0
HOMO level, eV: -8.647
SMILES string: S=C[C@@H]1C[C@@H]1S

***

(4)
Below is C19H21N5 in the gas phase, with properties calculated with wB97M-V/def2-TZVPD.

```
45
C19H21N5 wB97M-V/def2-TZVPD
N -2.894 1.600 -2.895
N -1.713 1.527 -3.351
N -2.917 1.208 -1.588
C -1.722 0.823 -1.231
C 3.172 0.394 -2.939
C 2.448 -0.532 -2.134
C 2.545 1.432 -3.611
C -2.787 -3.123 0.343
C -1.755 -3.839 0.988
C 1.054 -0.360 -1.947
C 1.169 1.592 -3.384
C -2.646 -1.751 0.154
C -0.637 -3.174 1.469
C 0.411 0.712 -2.595
C -1.458 -1.085 0.517
C -0.480 -1.812 1.176
N -0.924 1.038 -2.348
N -0.151 1.011 0.782
C -0.081 2.482 0.704
C -1.395 0.425 0.266
C 1.911 0.992 2.253
C -0.386 0.512 3.174
C 0.760 -1.117 1.643
C 0.514 0.361 1.944
H 4.245 0.276 -3.116
H 2.954 -1.391 -1.704
H 3.107 2.138 -4.224
H -3.749 -3.607 0.058
H -1.813 -4.923 1.188
H 0.588 -1.095 -1.321
H 0.662 2.401 -3.914
H -3.467 -1.196 -0.282
H 0.140 -3.669 2.022
H 0.947 2.881 0.754
H -0.598 2.940 1.534
H -0.469 2.856 -0.280
H -2.233 0.793 0.877
H 2.511 1.078 1.363
H 2.441 0.382 3.011
H 1.794 1.988 2.674
H -1.351 -0.035 3.092
H 0.168 0.097 4.028
H -0.554 1.557 3.422
H 1.116 -1.587 2.552
H 1.525 -1.202 0.878
```

HOMO-LUMO gap, eV: 9.09
Charge: 0
HOMO level, eV: -8.473
SMILES string: CN1[C@@H](c2nnnn2-c2ccccc2)c2ccccc2CC1(C)C

***

How do the records compare in M? In the order shown, they have 88.106 597.250 118.226 319.412 g/mol.
How do the records compare in ΔE to the lowest compared entry with this formula, charge and spin? In the order shown, they have 2.183 4.547 3.441 0.000 eV.
How do the records compare in largest force on an atom? In the order shown, they have 0.417 3.261 6.840 2.227 eV/A.